C5H17N2O | ωB97M-V/def2-TZVPD

As for the spin multiplicity: 1. As for the net charge: +1. The value obtained for the total energy is -385.2097 Ha. The frontier orbital gap comes out at 10.1 eV. As for the LUMO energy: -0.1132 Ha.

Geometry (Å):
C 1.159 0.944 1.749
C 1.015 -0.561 1.528
C 1.451 -1.041 0.143
C 0.337 -1.751 -0.649
C -0.899 -0.911 -0.836
N -0.964 -0.407 -2.305
N -0.182 1.644 1.605
H 1.511 1.181 2.744
H 1.808 1.433 1.032
H 1.571 -1.088 2.303
H -0.031 -0.815 1.721
H 2.247 -1.783 0.249
H 1.963 -0.313 -0.492
H 0.764 -2.260 -1.523
H 0.142 -2.678 -0.096
H -1.802 -1.494 -0.713
H -0.912 -0.001 -0.249
H -1.431 0.504 -2.398
H -0.038 -0.452 -2.721
H -1.590 -1.085 -2.737
H -0.145 2.402 2.277
H -0.841 1.013 1.995
H -1.102 2.389 -0.391
H -2.372 2.883 -1.067
O -1.659 2.248 -1.169

Atomic partial charges in e from the Löwdin method, atoms 1 to 8: -0.225 -0.185 -0.195 -0.199 -0.110 0.203 -0.009 0.105